1.
# C18H23NO4S

A single C18H23NO4S molecule (the ωB97M-V functional and the def2-TZVPD basis, OMol25).

- Energy: -1453.603937 Ha
- SMILES: CCOC(=O)c1c(CC(C)C)csc1/N=C/C1C(=O)CCCC1=O
- Orbital gap: 8.64 eV
- LUMO level: 0.2 eV

```
! wB97M-V def2-TZVPD RIJCOSX def2/J DEFGRID3
* xyz 0 1
C 2.908 3.310 -0.372
C 1.455 2.869 -0.362
O 1.395 1.453 -0.541
C 0.444 0.788 0.124
O -0.374 1.337 0.833
C 0.475 -0.657 -0.130
C 1.593 -1.447 -0.553
C 3.004 -0.964 -0.643
C 3.595 -0.641 0.739
C 5.005 -0.080 0.578
C 3.614 -1.881 1.628
C 1.241 -2.735 -0.783
S -0.443 -3.041 -0.554
C -0.692 -1.398 -0.059
N -1.963 -0.965 0.122
C -2.416 -0.325 1.116
C -3.796 0.238 1.115
C -4.834 -0.854 0.834
O -5.591 -1.214 1.693
C -4.807 -1.381 -0.569
C -4.963 -0.235 -1.569
C -3.866 0.811 -1.359
C -3.934 1.330 0.047
O -4.123 2.472 0.354
H 3.448 2.851 0.452
H 2.959 4.390 -0.270
H 3.381 3.021 -1.307
H 0.963 3.126 0.582
H 0.899 3.337 -1.182
H 3.611 -1.739 -1.117
H 3.039 -0.068 -1.263
H 2.965 0.118 1.215
H 5.421 0.190 1.546
H 5.657 -0.823 0.122
H 5.000 0.805 -0.054
H 2.609 -2.268 1.776
H 4.036 -1.643 2.602
H 4.220 -2.663 1.174
H 1.877 -3.547 -1.074
H -1.846 -0.168 2.030
H -4.007 0.681 2.092
H -5.604 -2.116 -0.691
H -3.839 -1.863 -0.728
H -4.901 -0.628 -2.584
H -5.943 0.232 -1.446
H -3.982 1.643 -2.055
H -2.891 0.344 -1.509
*
```

***

2.
# CH8O4

4 unconnected molecules or ions with the total composition CH8O4 (the ωB97M-V functional and the def2-TZVPD basis, OMol25).

- Energy: -343.799526 Ha
- SMILES: C=O.O.O.O
- Orbital gap: 10.36 eV
- LUMO level: 0.4 eV

```
! wB97M-V def2-TZVPD RIJCOSX def2/J DEFGRID3
* xyz 0 1
C -1.769 -0.101 -1.090
O -2.768 -0.702 -1.299
H -1.723 0.950 -1.324
H -1.081 -0.520 -0.346
O 1.522 1.274 0.899
H 2.171 0.563 1.213
H 0.809 1.334 1.521
O 0.462 -1.006 1.795
H 0.258 -1.852 2.204
H -0.168 -1.184 1.023
O 0.761 0.060 -1.473
H 0.993 0.714 -0.848
H 0.533 0.469 -2.275
*
```

***

3.
# C48H34N7O8P2PtSSe2

A molecular structure, C48H34N7O8P2PtSSe2 (the ωB97M-V functional and the def2-TZVPD basis, OMol25).

- Expectation value of S²: 2.03
- Energy: -8837.823074 Ha
- Orbital gap (spin up / spin down): 3.84 / 6.55 eV
- LUMO level (spin up / spin down): 1.1 / 0.8 eV

```
! wB97M-V def2-TZVPD RIJCOSX def2/J DEFGRID3
* xyz -1 3
Pt -0.221 -0.126 0.022
O -1.232 1.812 2.769
S 0.040 1.177 2.998
O 0.361 0.795 4.351
N 0.191 -0.167 2.036
C -0.344 -1.358 2.593
C 0.006 -1.927 3.797
C -0.628 -3.099 4.257
C -1.600 -3.730 3.534
C -1.953 -3.212 2.270
C -2.913 -3.798 1.418
C -3.175 -3.251 0.196
C -2.452 -2.118 -0.212
N -1.560 -1.557 0.561
C -1.303 -2.052 1.810
C 1.307 2.255 2.438
C 1.007 3.278 1.551
C 2.007 4.167 1.193
C 3.284 4.035 1.720
C 3.573 3.001 2.602
C 2.585 2.099 2.963
H 0.765 -1.457 4.399
H -0.327 -3.503 5.216
H -2.088 -4.625 3.900
H -3.433 -4.690 1.748
H -3.903 -3.682 -0.476
H -2.592 -1.673 -1.188
H 0.003 3.371 1.151
H 1.799 4.957 0.482
H 4.062 4.720 1.409
H 4.576 2.885 2.994
H 2.786 1.293 3.656
Se 1.033 0.706 -6.569
P -0.919 0.553 -5.815
C -1.988 -0.638 -6.672
C -2.886 -1.458 -5.999
C -3.725 -2.304 -6.714
C -3.668 -2.331 -8.099
C -2.767 -1.516 -8.774
C -1.926 -0.675 -8.063
C -1.811 2.133 -5.972
C -3.163 2.180 -6.311
C -3.767 3.396 -6.594
C -3.034 4.573 -6.515
C -1.697 4.535 -6.150
C -1.082 3.318 -5.895
C -0.924 -0.007 -4.096
C -1.109 0.545 -2.840
N -0.577 -0.349 -1.976
N -0.138 -1.409 -2.640
N -0.344 -1.222 -3.916
P -1.800 2.025 -2.129
Se -2.274 1.658 -0.064
C -0.607 3.343 -2.351
C -0.816 4.569 -1.717
C 0.132 5.572 -1.839
C 1.305 5.340 -2.548
C 1.526 4.111 -3.152
C 0.569 3.112 -3.061
C -3.362 2.385 -2.960
C -3.756 3.691 -3.224
C -5.065 3.950 -3.611
C -5.971 2.911 -3.749
C -5.569 1.600 -3.516
C -4.272 1.338 -3.114
H -2.917 -1.453 -4.918
H -4.415 -2.950 -6.186
H -4.318 -2.996 -8.655
H -2.713 -1.543 -9.855
H -1.202 -0.054 -8.578
H -3.739 1.267 -6.386
H -4.811 3.423 -6.877
H -3.509 5.521 -6.740
H -1.119 5.449 -6.088
H -0.022 3.275 -5.678
H -1.697 4.722 -1.105
H -0.026 6.523 -1.343
H 2.074 6.100 -2.593
H 2.463 3.915 -3.655
H 0.767 2.149 -3.519
H -3.048 4.503 -3.127
H -5.372 4.969 -3.812
H -6.991 3.118 -4.047
H -6.271 0.785 -3.635
H -3.963 0.322 -2.897
O 2.035 -1.039 -0.108
C 2.327 0.139 -0.363
O 1.370 1.024 -0.462
C 3.718 0.618 -0.540
C 3.943 1.870 -1.080
C 5.263 2.360 -1.180
C 6.333 1.553 -0.752
C 6.050 0.310 -0.238
C 4.762 -0.202 -0.110
N 7.177 -0.526 0.217
O 8.307 -0.094 0.108
O 6.917 -1.610 0.705
N 5.504 3.637 -1.642
O 4.506 4.355 -1.998
O 6.700 4.064 -1.686
H 3.125 2.500 -1.389
H 7.343 1.920 -0.821
H 4.578 -1.180 0.305
*
```